C44H47Be2BrCaCl3F6NO16P | ωB97M-V with the def2-TZVPD basis set

Its charge is +1. As for the molar mass: 1235.178 g/mol. The value obtained for the electronic energy is -8564.520180 a.u. For the orbital gap, the calculation gives 0.0451 Eh.

Each line ends with the Mulliken charge.
Cartesian coordinates (Å):
C (-2.3724, -5.0600, 3.6326)  -1.350
C (-2.6664, -3.8485, 2.7453)  0.143
O (-3.5271, -2.9224, 3.3916)  -0.349
C (-4.7552, -2.7817, 2.6860)  0.289
C (-5.5394, -1.6372, 3.2562)  -0.819
O (-4.8534, -0.3691, 3.1704)  -0.546
C (-4.1309, -0.1301, 2.0764)  -0.081
C (-2.7656, -0.0959, 2.2118)  -0.099
C (-1.9603, 0.2356, 1.1385)  0.829
C (-2.4821, 0.5282, -0.1420)  1.576
C (-3.8320, 0.5043, -0.3710)  0.743
Br (-4.5466, 0.9324, -2.0512)  -0.005
C (-4.7273, 0.1744, 0.7630)  -0.373
C (-6.2069, 0.2574, 0.5580)  -1.227
C (-6.5979, 1.7824, 0.6080)  -1.182
C (-1.4442, 0.9027, -1.1957)  -1.283
O (-1.6217, 1.8238, -1.9464)  -0.495
C (-0.1389, 0.1171, -1.1667)  0.687
C (0.5606, -0.2758, -2.3073)  0.449
C (-0.0530, 0.0391, -3.6602)  -1.698
C (-1.3398, -0.8040, -3.8484)  -0.024
C (-1.1350, -2.2203, -3.4058)  0.379
F (-0.7652, -3.0889, -4.3891)  -0.334
C (-1.2664, -2.7438, -2.1784)  -0.110
F (-0.2745, -3.4380, -1.6215)  -0.250
F (-2.2942, -2.6268, -1.3893)  -0.010
C (1.7876, -0.9338, -2.1810)  0.726
P (2.8706, -1.4674, -3.5524)  0.940
C (1.9514, -2.3148, -4.9049)  -1.184
C (3.5461, 0.0939, -4.3445)  -0.808
C (5.1059, -0.0978, -4.6060)  -0.224
C (2.2826, -1.1923, -0.8818)  0.416
C (3.6364, -1.8969, -0.7377)  -1.950
C (4.7835, -1.0248, -1.1843)  0.616
O (5.8481, -1.3990, -1.5292)  -0.583
F (4.4794, 0.2965, -1.2079)  -0.280
C (1.5791, -0.8203, 0.2620)  0.463
C (2.1113, -1.0727, 1.6624)  -1.909
C (3.1357, 0.0507, 2.0313)  -0.619
C (4.5288, -0.4696, 2.3340)  0.194
F (4.5338, -1.4105, 3.3431)  -0.349
C (0.3558, -0.1595, 0.1059)  0.705
C (-0.4689, 0.3114, 1.2735)  -1.638
O (0.0082, 0.7811, 2.2645)  -0.505
H (-1.7518, -4.7156, 4.4623)  0.308
H (-1.7749, -5.7948, 3.0880)  0.381
H (-3.2890, -5.5202, 3.9987)  0.341
H (-1.7216, -3.3229, 2.5591)  0.028
H (-3.0647, -4.2228, 1.7973)  0.307
H (-4.6415, -2.7171, 1.6020)  -0.237
H (-5.3462, -3.6906, 2.8975)  0.516
H (-5.6679, -1.8444, 4.3195)  0.492
H (-6.5490, -1.6172, 2.8404)  0.296
H (-2.3095, -0.2858, 3.1767)  0.878
H (-6.4661, -0.0839, -0.4375)  0.604
H (-6.7886, -0.3183, 1.2670)  0.370
H (-7.4842, 1.9591, 1.2115)  0.403
H (-5.7781, 2.3226, 1.0957)  0.351
H (-6.6919, 2.2059, -0.3884)  0.245
H (0.6290, -0.0439, -4.5059)  0.056
H (-0.3340, 1.0940, -3.6066)  0.773
H (-2.2211, -0.3688, -3.3741)  -0.199
H (-1.5877, -0.8399, -4.9155)  0.701
H (0.9175, -2.0139, -5.0223)  0.343
H (2.4693, -2.0675, -5.8457)  0.306
H (1.9841, -3.3985, -4.8123)  0.395
H (3.4748, 0.8713, -3.5822)  0.377
H (2.9866, 0.3416, -5.2662)  -0.014
H (5.3965, -0.1881, -5.6814)  0.542
H (5.6159, 0.7945, -4.2336)  0.301
H (5.4909, -0.9390, -4.0340)  -0.505
H (3.7926, -2.2481, 0.2794)  0.581
H (3.6039, -2.7958, -1.3520)  0.596
H (1.3265, -1.0158, 2.4083)  0.549
H (2.5598, -2.0627, 1.7458)  0.889
H (2.7995, 0.6439, 2.8830)  0.590
H (3.2396, 0.7387, 1.1871)  0.340
H (5.0478, -0.8637, 1.4548)  0.103
H (5.1430, 0.3972, 2.6719)  -0.094
Ca (3.5407, 0.9006, -6.9519)  1.587
Cl (-4.8149, -2.0122, -0.2378)  -0.315
C (-1.8877, -4.1257, -7.1582)  0.790
O (-2.9328, -3.8142, -6.6132)  -0.587
O (-1.2909, -5.3659, -6.9936)  0.066
O (-1.1839, -3.4179, -7.9139)  -0.611
Be (5.4104, 2.3925, 2.2075)  0.001
C (-4.1140, 4.2750, -0.9256)  0.544
C (-3.6352, 5.5317, -1.6168)  -0.476
O (-4.7202, 6.4251, -1.4073)  -0.382
C (-5.3944, 6.0117, -0.2998)  0.824
O (-6.2689, 6.6112, 0.2244)  -0.575
O (-4.9732, 4.7623, 0.0860)  -0.383
H (-3.3010, 3.6913, -0.4927)  -0.081
H (-4.6954, 3.6356, -1.5972)  -0.148
H (-2.7408, 5.9455, -1.1578)  0.339
H (-3.4563, 5.3792, -2.6831)  0.328
N (-1.3508, 2.8581, 4.7121)  1.061
O (-0.3855, 3.4437, 5.2074)  -0.541
O (-2.0617, 3.4234, 3.8717)  -0.536
O (-1.6092, 1.6900, 5.0467)  -0.547
Be (-1.7448, -6.7857, -7.2988)  0.377
C (1.5031, 4.9660, 7.0794)  -0.368
C (2.5096, 5.1495, 6.2291)  -0.359
C (3.9028, 5.3063, 6.7045)  0.441
O (4.8226, 5.4741, 5.9283)  -0.577
C (4.1373, 5.2513, 8.1697)  -0.387
C (3.1338, 5.0686, 9.0230)  -0.332
C (1.7349, 4.9097, 8.5447)  0.310
O (0.8235, 4.7401, 9.3241)  -0.537
H (0.4816, 4.8493, 6.7453)  0.562
H (2.3575, 5.1919, 5.1581)  0.461
H (5.1629, 5.3678, 8.4971)  0.404
H (3.2842, 5.0259, 10.0944)  0.406
F (-3.4567, 6.4302, 0.8143)  -0.578
Cl (5.2746, -4.0285, -4.4311)  -0.123
C (6.9983, -4.4048, -4.1542)  -0.533
C (7.8754, -3.2032, -4.3913)  -0.262
Cl (7.9222, -2.7276, -6.1133)  -0.199
H (7.2662, -5.2370, -4.7998)  0.385
H (7.0948, -4.7290, -3.1198)  0.303
H (8.8976, -3.4296, -4.0948)  0.390
H (7.5352, -2.3453, -3.8161)  0.077



C44H47Cl3N5O6 | ωB97M-V with the def2-TZVPD basis set

Its charge is +3. As for the molar mass: 848.248 g/mol. The value obtained for the electronic energy is -3809.311690 a.u. For the orbital gap, the calculation gives 0.1107 Eh.

Each line ends with the Mulliken charge.
Cartesian coordinates (Å):
C (5.9387, 0.7648, -7.8123)  -0.971
N (5.5039, 0.0277, -6.6017)  -0.024
C (5.1014, -1.2777, -6.6709)  -0.326
C (4.7505, -1.9203, -5.4976)  -0.728
C (4.7162, -1.1700, -4.2615)  0.790
C (5.1974, 0.1016, -4.2739)  -0.634
C (5.6010, 0.6919, -5.4672)  -0.336
C (4.2109, -1.7724, -2.9588)  0.948
C (3.3717, -0.9832, -2.1633)  -0.824
C (2.8031, -1.5470, -0.9900)  -0.596
N (3.1526, -2.8009, -0.6386)  -0.015
C (3.8639, -3.6163, -1.4191)  -0.224
C (4.4354, -3.0898, -2.5373)  -0.686
C (2.7821, -3.1584, 0.8191)  -0.330
H (6.8058, 1.3687, -7.5448)  0.405
H (5.0391, 1.2711, -8.1623)  0.342
H (6.2643, 0.0316, -8.5502)  0.379
H (5.0342, -1.6106, -7.6961)  0.479
H (4.3949, -2.9346, -5.3924)  0.523
H (5.3489, 0.6310, -3.3449)  0.619
H (5.9140, 1.7247, -5.4253)  0.491
H (3.1865, 0.0466, -2.4308)  0.573
H (2.0664, -1.0226, -0.3995)  0.545
H (3.9569, -4.6169, -1.0234)  0.465
H (4.9929, -3.7640, -3.1706)  0.532
H (3.3326, -2.4530, 1.4415)  0.291
H (2.8630, -4.2443, 0.8693)  0.333
H (1.7557, -2.8217, 0.6735)  -0.008
C (-2.8906, -5.0312, -4.9510)  -1.002
N (-2.0575, -3.8749, -4.8956)  0.020
C (-1.6509, -3.4539, -3.7148)  -0.436
C (-1.2743, -2.1449, -3.5734)  -0.787
C (-1.3196, -1.2009, -4.6107)  0.747
C (-1.7016, -1.7175, -5.8663)  -0.573
C (-2.0568, -3.0399, -5.9823)  -0.417
C (-1.0105, 0.2690, -4.4394)  0.870
C (0.0182, 0.9661, -5.1888)  -0.883
C (0.2234, 2.3068, -4.8829)  -0.161
N (-0.4190, 2.9172, -3.8622)  0.046
C (-1.3311, 2.2059, -3.0946)  -0.516
C (-1.6259, 0.9135, -3.3633)  -0.644
C (-0.0410, 4.3918, -3.5599)  -0.764
H (-3.9500, -4.8377, -4.7830)  0.346
H (-2.5048, -5.6461, -4.1379)  0.405
H (-2.7155, -5.4763, -5.9305)  0.431
H (-2.0014, -4.0551, -2.8889)  0.520
H (-0.9739, -1.8095, -2.5917)  0.609
H (-1.7729, -1.1255, -6.7668)  0.546
H (-2.6502, -3.4789, -6.7706)  0.447
H (0.5325, 0.4421, -5.9808)  0.585
H (0.9689, 2.8077, -5.4827)  0.408
H (-1.8959, 2.7885, -2.3819)  0.562
H (-2.2638, 0.3484, -2.6999)  0.588
H (0.4106, 4.3651, -2.5682)  0.390
H (-0.9906, 4.9231, -3.4960)  0.340
H (0.7471, 4.6293, -4.2745)  0.249
Cl (-1.4397, -0.8613, 0.4979)  1.634
O (-0.6054, 0.1403, -0.1075)  -0.756
O (-2.5931, -1.0594, -0.4059)  -0.732
O (-0.6304, -2.0011, 0.4144)  -0.624
O (-1.8370, -0.5511, 1.8256)  -0.482
Cl (0.2904, -6.6490, 1.5444)  -0.223
C (-1.0636, -5.4521, 1.7523)  -0.352
C (-0.6623, -4.2871, 2.7309)  0.643
Cl (-0.0119, -4.7542, 4.2868)  -0.156
H (-1.8566, -6.0409, 2.2133)  0.388
H (-1.3663, -5.3067, 0.7153)  0.139
H (-1.5248, -3.6277, 2.8284)  0.220
H (0.1022, -3.7119, 2.2086)  -0.649
C (-4.0882, 1.6214, 3.0497)  -0.913
C (-5.0256, 2.8674, 2.6636)  -0.530
C (-6.4021, 2.3475, 2.2711)  -0.392
C (-7.1639, 1.9693, 3.4914)  0.174
N (-7.7160, 1.6730, 4.4981)  -0.425
H (-3.0517, 1.9349, 3.1744)  0.291
H (-4.1059, 0.9292, 2.2079)  0.210
H (-4.5354, 1.0869, 3.8877)  0.341
H (-4.5733, 3.2916, 1.7672)  0.301
H (-5.0151, 3.5514, 3.5123)  0.368
H (-6.4208, 1.5148, 1.5680)  0.298
H (-6.9310, 3.2116, 1.8690)  0.294
C (-1.8981, -0.1274, 5.5499)  -0.400
C (-2.6817, -0.0524, 6.7167)  -0.815
C (-2.1512, 0.8331, 7.7046)  -0.343
C (-1.1020, 1.6641, 7.4942)  0.210
C (-0.3741, 1.5622, 6.2391)  0.135
C (-0.8354, 0.6890, 5.2755)  -0.514
C (0.7150, 2.5591, 5.9086)  0.358
O (1.4418, 2.4583, 4.8383)  -0.716
C (0.7436, 3.7313, 6.8231)  0.354
C (1.5807, 4.8077, 6.4488)  -0.677
C (1.7490, 5.9724, 7.2531)  -0.631
C (0.9646, 6.1394, 8.3709)  -0.413
C (0.0582, 5.1190, 8.7305)  -0.665
C (0.0037, 3.9284, 7.9623)  0.767
C (-0.9022, 2.7764, 8.4769)  0.335
O (-1.3797, 2.8732, 9.5969)  -0.606
H (-2.0931, -0.7730, 4.7063)  0.512
H (-3.6035, -0.5806, 6.9111)  0.487
H (-2.7705, 0.8547, 8.5891)  0.428
H (-0.3761, 0.6038, 4.3017)  0.567
H (2.0217, 4.7889, 5.4631)  0.389
H (2.4854, 6.7302, 7.0300)  0.397
H (1.0819, 7.0171, 8.9891)  0.406
H (-0.6375, 5.3504, 9.5235)  0.426